Record 1
Entry from the Open Molecules 2025 dataset: an isolated molecule of C33H40Br2F4NO7PS (ωB97M-V/def2-TZVPD).

As for the multiplicity: 1. The SMILES is CCCCCCCCCCCCCc1c(ON=O)cc2c(c1S(=O)(=O)F)C(=O)c1c(cc(O)c(P(C)C)c1CC[C@](F)(Br)C(F)(F)Br)C2=O. As for the total charge: 0. The value obtained for the gap between HOMO and LUMO is 0.2421 hartree. For the maximum force, the calculation gives 0.057 hartree/bohr. Its LUMO energy is -1.163 eV. The value obtained for the HOMO energy is -7.75 eV.

Each line ends with the Löwdin charge.
CARTESIAN COORDINATES (ANGSTROEM)
C  9.288  -4.044  1.605  -0.1034
C  8.279  -3.532  0.534  -0.2582
C  8.907  -2.499  -0.458  -0.2170
C  8.664  -1.022  -0.009  -0.2229
C  7.656  -0.293  -0.906  -0.2206
C  7.586  1.226  -0.600  -0.2004
C  6.210  1.865  -0.977  -0.1961
C  5.559  2.683  0.172  -0.2083
C  4.095  2.300  0.477  -0.2148
C  3.052  2.964  -0.472  -0.1872
C  2.166  4.049  0.219  -0.1769
C  0.632  3.810  0.037  -0.1505
C  -0.142  3.802  1.404  -0.1093
C  -0.791  2.417  1.540  -0.1060
C  0.055  1.391  1.951  -0.2279
O  1.387  1.685  2.186  -0.0691
N  1.808  1.261  3.520  0.0594
O  1.255  1.858  4.341  0.1338
C  -0.377  0.089  2.093  0.0946
C  -1.708  -0.160  1.821  -0.0700
C  -2.577  0.830  1.432  -0.0418
C  -2.130  2.149  1.261  -0.1127
S  -3.212  3.446  0.690  0.7004
O  -2.444  4.361  -0.086  -0.2461
O  -4.291  2.920  -0.067  -0.2321
F  -3.738  4.245  1.933  -0.1143
C  -4.033  0.410  1.208  -0.2449
O  -4.973  1.049  1.627  0.1192
C  -4.179  -0.907  0.462  -0.0364
C  -3.278  -1.907  0.851  -0.0824
C  -3.323  -3.121  0.226  0.0553
C  -4.248  -3.328  -0.785  -0.2856
O  -4.250  -4.582  -1.375  0.0112
C  -5.143  -2.360  -1.216  -0.2336
P  -6.357  -2.550  -2.583  0.9423
C  -6.252  -4.208  -3.393  -0.2992
C  -5.957  -1.341  -3.961  -0.2675
C  -5.120  -1.105  -0.546  -0.1266
C  -6.064  0.064  -0.854  -0.1217
C  -7.295  0.174  0.105  -0.1438
C  -8.459  -0.774  -0.183  -0.7911
F  -8.045  -2.054  0.039  -0.0405
Br  -9.222  -0.527  -1.979  0.8026
C  -9.646  -0.519  0.822  -0.9465
F  -9.180  -0.195  2.043  0.0522
F  -10.312  0.581  0.405  -0.0124
Br  -10.865  -2.019  0.950  0.8170
C  -2.274  -1.569  1.931  -0.2509
O  -1.947  -2.347  2.805  0.1359
H  9.380  -5.132  1.515  0.0646
H  8.939  -3.773  2.610  0.0643
H  10.258  -3.557  1.449  0.0637
H  7.864  -4.363  -0.053  0.0929
H  7.425  -3.017  1.001  0.0938
H  9.979  -2.729  -0.535  0.0960
H  8.458  -2.673  -1.448  0.0981
H  8.345  -1.070  1.044  0.1078
H  9.652  -0.534  -0.019  0.1101
H  7.995  -0.411  -1.947  0.1135
H  6.675  -0.779  -0.797  0.1119
H  7.830  1.357  0.463  0.0987
H  8.355  1.740  -1.192  0.1071
H  6.374  2.549  -1.823  0.1024
H  5.560  1.051  -1.332  0.0991
H  6.139  2.464  1.085  0.0963
H  5.673  3.764  0.007  0.1117
H  4.018  1.205  0.410  0.1056
H  3.870  2.599  1.510  0.0869
H  2.413  2.152  -0.854  0.0982
H  3.562  3.376  -1.354  0.1064
H  2.423  4.093  1.282  0.0920
H  2.398  5.003  -0.273  0.1053
H  0.498  2.834  -0.453  0.1065
H  0.184  4.543  -0.644  0.1083
H  -0.875  4.605  1.467  0.0973
H  0.551  3.876  2.248  0.1080
H  0.313  -0.691  2.406  0.1463
H  -2.617  -3.900  0.516  0.1422
H  -3.370  -4.710  -1.751  0.1167
H  -6.715  -4.999  -2.796  0.0386
H  -6.779  -4.185  -4.358  0.0393
H  -5.211  -4.465  -3.625  0.0266
H  -5.675  -1.843  -4.891  0.0356
H  -6.860  -0.727  -4.071  0.0047
H  -5.174  -0.645  -3.625  0.0373
H  -5.512  0.999  -0.701  0.0945
H  -6.435  0.091  -1.883  0.0610
H  -7.019  0.028  1.153  0.1170
H  -7.657  1.209  0.015  0.1385

Cartesian forces, eV/Å:
C -0.673 0.414 -0.347
C 0.214 0.499 -0.427
C -0.552 -0.373 0.411
C 0.772 -0.899 -0.277
C 0.627 0.365 0.182
C -0.431 -0.300 -0.341
C 0.461 0.389 0.097
C 0.125 -0.641 0.470
C 0.264 0.538 -0.413
C -0.082 -0.538 0.368
C -0.131 -0.147 -1.128
C 0.380 0.058 0.541
C -0.038 -0.868 -0.315
C 0.142 1.942 0.098
C 0.149 -0.201 0.033
O -0.369 -0.279 -0.777
N 0.282 0.493 0.892
O 0.055 -0.443 -0.136
C 0.122 0.201 0.115
C -0.300 -1.361 0.213
C -1.477 0.603 -0.509
C 0.065 -0.510 1.118
S 0.194 0.505 -2.875
O 0.663 0.465 0.857
O -0.683 -0.513 0.978
F 0.262 -0.834 -0.061
C -0.345 -0.339 -0.068
O 0.912 -0.313 0.115
C 0.329 0.700 0.436
C 0.173 0.823 0.329
C 0.286 -0.366 0.422
C 0.194 -0.691 -0.122
O 0.149 0.372 -0.221
C 0.396 0.747 -0.536
P -1.468 -0.201 -0.064
C 0.929 -0.007 -0.450
C 0.352 0.109 0.910
C -0.398 0.111 0.013
C -0.397 -0.139 0.440
C -0.065 0.215 -0.592
C -0.094 0.132 0.697
F -0.115 0.085 -0.307
Br 0.244 -0.240 0.270
C 0.075 0.796 -0.534
F 0.062 -0.518 -0.026
F -0.140 -0.249 0.227
Br 0.185 0.262 0.025
C -0.078 -0.329 0.034
O 0.099 0.527 -0.758
H 0.212 0.259 0.261
H 0.186 -0.285 -0.148
H -0.113 -0.314 0.107
H 0.142 0.066 0.285
H 0.140 -0.360 -0.008
H -0.233 0.180 -0.141
H 0.213 0.207 0.158
H -0.055 0.373 -0.266
H -0.434 0.274 -0.025
H -0.318 -0.165 0.201
H 0.139 0.191 -0.081
H -0.195 0.204 -0.209
H 0.073 -0.204 0.373
H -0.157 -0.356 0.044
H -0.091 0.352 0.166
H -0.144 0.130 -0.212
H -0.174 -0.248 -0.038
H -0.029 0.271 0.168
H -0.021 -0.200 -0.195
H 0.027 0.352 0.044
H -0.083 -0.042 0.226
H -0.064 0.168 -0.231
H 0.066 -0.050 0.542
H -0.046 0.252 0.136
H 0.099 -0.102 0.272
H 0.218 -0.172 0.015
H -0.078 0.199 -0.285
H -0.265 0.052 -0.062
H -0.299 0.049 -0.095
H -0.113 -0.270 0.109
H 0.227 0.288 0.080
H -0.077 0.352 0.365
H -0.344 -0.211 0.065
H -0.037 0.169 0.176
H 0.170 -0.300 -0.290
H 0.010 -0.315 -0.326
H -0.106 -0.257 -0.166
H 0.167 -0.226 0.184
H 0.112 -0.057 -0.293
H -0.052 -0.303 0.086



Record 2
Entry from the Open Molecules 2025 dataset: the ion CH5O2P2 with charge -1 (ωB97M-V/def2-TZVPD).

As for the multiplicity: 1. The SMILES is C[P@H]([O-])=[PH]=O. As for the total charge: -1. The value obtained for the gap between HOMO and LUMO is 0.2920 hartree. For the maximum force, the calculation gives 0.057 hartree/bohr. Its LUMO energy is 4.285 eV. The calculation puts the relative energy (zero: lowest compared OMol25 entry of this formula, charge and spin) at 2.062 eV. The value obtained for the HOMO energy is -3.66 eV.

Each line ends with the Löwdin charge.
CARTESIAN COORDINATES (ANGSTROEM)
C  -0.801  -0.103  -0.016  -0.3424
P  0.476  1.269  0.167  0.3939
O  -0.128  2.493  -0.395  -0.5673
P  2.420  -0.374  0.063  0.4579
O  3.808  0.243  0.008  -0.7400
H  -1.846  0.066  0.033  -0.0057
H  -0.499  -0.881  0.724  0.0164
H  -0.640  -0.160  -1.103  0.0001
H  0.339  1.433  1.541  -0.0759
H  1.789  -0.262  -1.369  -0.1370

Cartesian forces, eV/Å:
C 1.927 0.277 -0.153
P -0.669 -2.222 1.830
O 0.049 1.936 -1.682
P -0.715 1.713 -1.632
O -0.704 -0.425 0.116
H -0.946 0.914 0.715
H -0.134 -0.112 -1.330
H 0.132 -1.546 0.149
H 0.270 0.014 1.141
H 0.789 -0.547 0.846



Record 3
Entry from the Open Molecules 2025 dataset: a cluster of 3 separate species, H6O3 in total (ωB97M-V/def2-TZVPD).

As for the multiplicity: 1. The SMILES is O.O.O. As for the total charge: 0. The value obtained for the gap between HOMO and LUMO is 0.4047 hartree. For the maximum force, the calculation gives 0.035 hartree/bohr. Its LUMO energy is 0.569 eV. The calculation puts the relative energy (zero: lowest compared OMol25 entry of this formula, charge and spin) at 0.509 eV. The value obtained for the HOMO energy is -10.44 eV.

Each line ends with the Löwdin charge.
CARTESIAN COORDINATES (ANGSTROEM)
O  -0.132  -1.254  -0.646  -0.0241
H  -0.769  -1.973  -0.735  0.0806
H  0.081  -1.057  0.252  0.0172
O  -0.058  0.298  2.038  -0.0360
H  -0.167  1.002  1.398  0.0407
H  -0.706  0.499  2.704  0.0373
O  0.412  0.922  -1.956  -0.1093
H  0.306  0.035  -1.485  -0.0116
H  1.033  1.532  -1.571  0.0053

Cartesian forces, eV/Å:
O -0.126 -0.607 -1.219
H 0.223 0.271 0.409
H -0.187 -0.168 1.328
O 0.396 -0.257 -0.394
H 0.030 0.257 -0.289
H -0.405 -0.022 0.513
O -0.764 -0.882 -0.272
H 0.478 1.679 -0.521
H 0.354 -0.271 0.446



Record 4
Entry from the Open Molecules 2025 dataset: a structure of composition C31H52BrCeN3OP2 (ωB97M-V/def2-TZVPD).

As for the multiplicity: 1. As for the total charge: +4. The value obtained for the gap between HOMO and LUMO (alpha / beta) is 0.1523 / 0.1530 hartree. For the maximum force, the calculation gives 0.078 hartree/bohr. Its LUMO energy (alpha / beta) is -14.913 / -14.896 eV. The value obtained for the HOMO energy (alpha / beta) is -19.06 / -19.06 eV.

Each line ends with the Löwdin charge.
CARTESIAN COORDINATES (ANGSTROEM)
N  0.123  4.877  -3.812  0.1234
C  1.251  4.190  -3.651  -0.0670
C  1.251  2.826  -3.329  0.0159
C  0.017  2.171  -3.232  -0.2119
C  -1.165  2.920  -3.354  0.0153
C  -1.052  4.278  -3.669  -0.0667
C  -0.028  0.699  -2.999  -0.1822
Ce  0.765  -1.057  -1.697  1.2055
P  -0.073  -3.776  -2.211  1.0899
C  -1.173  0.094  -2.366  -0.1980
C  -1.797  0.618  -1.132  -0.2027
C  -3.015  0.048  -0.679  0.0069
C  -3.399  0.202  0.636  -0.0678
C  -2.552  0.871  1.557  -0.3292
C  -1.544  1.707  1.026  -0.0296
C  -1.162  1.582  -0.308  0.0240
Br  -1.132  -1.523  1.794  0.4835
H  0.589  0.110  -3.727  0.1362
H  -1.768  -0.623  -2.963  0.1519
H  2.168  2.299  -3.093  0.0793
H  -2.146  2.468  -3.209  0.1304
H  2.197  4.712  -3.771  0.1318
H  -1.958  4.873  -3.800  0.1381
H  -3.592  -0.592  -1.352  0.1521
H  -0.358  2.217  -0.708  0.1454
H  -4.284  -0.316  1.017  0.1254
H  -0.993  2.390  1.680  0.1372
P  -2.936  0.875  3.347  0.9977
C  0.836  -2.796  -3.524  -0.4476
C  1.030  -3.890  -4.636  -0.0828
H  1.869  -2.489  -3.230  0.0913
H  0.246  -1.937  -3.906  0.0788
H  1.777  -3.578  -5.371  0.1018
H  1.389  -4.821  -4.172  0.0901
H  0.096  -4.118  -5.159  0.1050
C  -1.588  -2.885  -1.632  -0.4323
C  -2.444  -3.891  -0.816  -0.0967
H  -2.156  -2.526  -2.503  0.0997
H  -1.374  -2.022  -0.958  -0.0216
H  -3.462  -3.502  -0.708  0.0946
H  -2.502  -4.865  -1.317  0.0960
H  -2.021  -4.013  0.188  0.0612
C  1.003  -3.661  -0.701  -0.4277
C  1.071  -5.114  -0.157  -0.0880
H  0.541  -3.011  0.079  0.0148
H  2.024  -3.325  -0.966  0.0918
H  1.286  -5.125  0.913  0.0989
H  0.123  -5.633  -0.315  0.0765
H  1.862  -5.676  -0.668  0.1048
C  -1.363  0.648  4.204  -0.3728
C  -1.470  -0.097  5.525  -0.1008
H  -0.889  1.625  4.354  0.0900
H  -0.737  0.057  3.502  -0.0255
H  -2.040  0.466  6.274  0.1010
H  -1.919  -1.086  5.389  0.0772
H  -0.458  -0.250  5.918  0.1015
C  -4.048  -0.515  3.653  -0.3262
C  -5.552  -0.279  3.443  -0.1003
H  -3.847  -0.819  4.690  0.1008
H  -3.687  -1.340  3.018  0.0592
H  -6.021  0.165  4.334  0.0991
H  -5.774  0.364  2.579  0.0738
H  -6.030  -1.254  3.267  0.1011
C  -3.722  2.415  3.860  -0.2908
C  -2.803  3.624  4.043  -0.0998
H  -4.270  2.218  4.794  0.1243
H  -4.478  2.604  3.082  0.1109
H  -2.536  4.075  3.080  0.0811
H  -3.329  4.384  4.633  0.1056
H  -1.884  3.367  4.580  0.0681
C  2.502  0.443  1.392  0.0008
N  3.745  0.548  0.639  -0.0517
C  4.916  0.962  1.370  -0.1365
C  6.146  0.793  0.521  -0.1274
C  5.921  1.519  -0.770  -0.1214
N  4.769  0.930  -1.419  -0.0504
C  4.629  1.189  -2.842  0.0122
C  3.710  0.519  -0.707  -0.3645
O  2.648  0.082  -1.304  -0.1781
H  2.003  -0.534  1.281  0.0705
H  1.785  1.226  1.107  0.0986
H  2.742  0.578  2.455  0.1187
H  4.819  2.021  1.673  0.1552
H  4.978  0.354  2.281  0.1477
H  6.347  -0.269  0.333  0.1423
H  7.019  1.213  1.028  0.1488
H  6.757  1.421  -1.464  0.1458
H  5.746  2.594  -0.585  0.1584
H  4.094  2.130  -3.041  0.0931
H  5.634  1.276  -3.268  0.1186
H  4.106  0.363  -3.337  0.0983

Cartesian forces, eV/Å:
N 0.301 0.312 -0.157
C -0.158 -0.617 0.189
C -0.276 0.316 -0.092
C 0.462 -0.147 0.722
C 0.080 -0.053 -0.032
C -0.182 -0.617 0.216
C -1.450 1.143 -0.063
Ce 2.458 -0.542 3.138
P -0.371 -0.626 0.245
C -2.488 3.031 -0.619
C 0.989 -1.036 -2.291
C -0.741 -0.365 0.899
C -0.372 -0.765 -0.982
C -0.022 -0.003 -0.177
C 1.192 0.200 -1.100
C 0.408 0.825 1.511
Br 0.421 0.053 -0.947
H -0.463 0.114 -0.017
H 0.387 -0.093 0.697
H -0.101 0.051 -0.320
H 0.231 0.128 -0.254
H -0.228 0.124 0.025
H 0.344 -0.017 -0.007
H 0.084 0.250 0.245
H -0.375 -0.342 0.256
H 0.252 0.222 -0.304
H -0.213 -0.170 -0.248
P -0.177 -0.296 0.922
C -0.112 -1.013 -1.017
C 0.454 0.252 -0.205
H -0.124 -0.015 -0.115
H 0.234 -0.252 -0.375
H -0.168 0.090 0.053
H -0.095 0.349 -0.114
H 0.062 0.155 0.221
C -0.038 0.052 -0.200
C 0.143 0.123 0.079
H 0.138 -0.243 0.193
H -0.292 -0.209 -0.056
H 0.212 -0.059 -0.001
H -0.007 0.244 0.108
H -0.103 -0.096 -0.199
C 0.008 -0.207 0.069
C 0.321 -0.103 0.344
H 0.213 -0.096 -0.124
H -0.041 -0.064 0.209
H 0.053 0.068 -0.093
H 0.106 0.051 0.057
H -0.272 0.132 0.048
C 0.779 -0.170 -0.536
C -0.066 -0.166 0.451
H -0.143 -0.125 -0.125
H -0.287 0.606 0.608
H 0.100 -0.194 -0.118
H 0.144 0.181 0.128
H -0.259 0.079 -0.028
C 0.101 -0.347 -0.060
C -0.299 0.070 0.021
H -0.100 0.075 -0.259
H -0.019 0.183 0.262
H 0.185 -0.107 -0.390
H -0.005 -0.159 0.236
H 0.096 0.379 0.111
C -0.357 0.341 -0.383
C 0.133 0.159 -0.076
H 0.149 -0.289 -0.232
H -0.039 0.104 0.324
H -0.005 -0.036 0.173
H 0.146 -0.175 -0.208
H -0.232 0.169 -0.017
C -0.250 -0.085 0.110
N -1.315 -0.321 -0.978
C 0.835 0.567 0.940
C 0.672 -0.150 0.287
C 0.471 0.508 0.113
N -1.652 -0.210 -0.234
C 0.021 -0.152 -0.652
C 1.908 0.652 0.855
O -1.719 -0.876 -0.473
H 0.237 0.092 0.081
H 0.183 -0.071 0.024
H -0.124 -0.130 -0.347
H -0.068 -0.394 -0.029
H -0.007 0.122 -0.190
H 0.011 0.163 0.030
H -0.175 -0.122 0.022
H -0.005 0.024 0.192
H 0.098 -0.299 -0.172
H 0.291 -0.247 0.141
H -0.304 -0.092 0.018
H 0.182 0.204 0.043